(1)
This record from the OMol25 dataset describes the ion C6H8N5O with charge +1 in a non-equilibrium geometry. The level of theory is wB97M-V/def2-TZVPD.

Structure (XYZ):
```
20
Properties=species:S:1:pos:R:3:forces:R:3
C 1.253108 0.989440 -0.150202 -0.213 -3.839 -0.248
N -2.314981 -0.123648 1.073864 -0.130 1.839 -0.717
N -1.071443 1.348469 -0.517115 -2.734 0.798 -0.352
N 2.069943 -1.359331 -0.392747 0.648 -0.786 -0.010
H -0.351265 -2.028145 -0.596062 0.915 2.449 0.636
N 2.512658 1.392050 -0.036944 -0.206 1.089 -0.718
N -0.155139 -1.019418 -0.248672 -3.791 1.015 -0.625
H 0.227975 2.842714 -0.690415 0.232 -0.801 0.465
C 3.435220 0.502662 -0.192181 2.004 -0.707 0.385
C -1.496908 0.099314 -0.405736 3.103 -3.638 1.503
C 1.095104 -0.444879 -0.255555 -1.676 -0.383 -0.245
H -2.166266 0.883557 1.502427 -1.287 -2.473 -0.788
H -2.792349 0.274067 -1.895581 0.610 0.387 0.391
H 4.238416 -1.524886 -0.503801 -1.264 0.058 0.055
C 0.106118 1.762268 -0.434788 2.366 2.668 0.277
O -2.332169 -0.345189 -1.304061 -1.216 -1.506 -0.941
H 4.415240 0.919208 -0.139202 0.801 0.012 0.059
H -3.345201 -0.475979 0.844223 2.725 1.252 1.017
C 3.303876 -0.930115 -0.379025 -0.470 2.602 0.194
H -1.772222 -0.769191 1.663394 -0.418 -0.036 -0.337
```
Positions in Å, forces in eV/Å.

ΔE to the lowest compared entry with this formula, charge and spin = 53.28 kcal/mol
total energy = -15840.7344 eV
charge = +1
orbital gap (alpha / beta) = 8.05 / 8.05 eV
strongest force on any atom = 5.01 eV/A



(2)
This record from the OMol25 dataset describes the ion C6H8NO2 with charge +1 in a non-equilibrium geometry. The level of theory is wB97M-V/def2-TZVPD.

Structure (XYZ):
```
17
Properties=species:S:1:pos:R:3:forces:R:3
H 1.767075 1.984940 1.683148 -0.772 1.155 -1.365
C -2.713375 1.083943 0.954142 -1.883 -1.479 -0.301
H -4.893375 0.783455 1.314068 -1.450 -0.161 0.489
O -1.501664 1.197012 0.493414 0.943 -0.047 -0.047
N -1.690520 -0.732560 -0.813172 1.064 -1.404 -0.186
H -1.260008 -1.609400 -0.519458 -0.218 -1.080 1.385
C 0.353543 0.524980 -0.777843 9.372 1.241 -1.545
C -0.900044 0.351146 -0.442140 -9.311 2.552 4.226
C -3.862204 0.760146 1.240264 3.538 1.040 -1.020
H -2.670567 -0.655970 -0.518649 -0.255 -0.051 -0.243
H 0.627597 -0.268044 -1.438924 0.920 -0.202 -0.721
H 0.283060 2.693142 0.780106 1.071 0.147 0.179
H -1.478630 -0.902241 -1.781180 -1.149 0.348 -1.674
C 1.368264 2.452864 0.695605 -0.616 -1.315 1.705
H 1.988438 3.287300 0.412489 0.077 0.325 0.075
C 1.581104 1.345425 -0.280750 -4.204 0.001 0.557
O 2.635069 1.075882 -0.715005 2.873 -1.067 -1.513
```
Positions in Å, forces in eV/Å.

multiplicity = 3
ΔE to the lowest compared entry with this formula, charge and spin = 80.04 kcal/mol
total energy = -11920.8893 eV
charge = +1
orbital gap (alpha / beta) = 6.76 / 5.58 eV
strongest force on any atom = 10.54 eV/A



(3)
This record from the OMol25 dataset describes an isolated molecule of C6H8NO2P in a non-equilibrium geometry. The level of theory is wB97M-V/def2-TZVPD.

Structure (XYZ):
```
18
Properties=species:S:1:pos:R:3:forces:R:3
H 2.454663 1.984894 -3.997131 -0.258 -0.237 -0.228
P -0.426595 -1.243733 0.305483 -0.380 0.288 -2.961
H -2.696395 -1.081226 0.810383 -2.196 0.652 3.261
H -2.532105 -0.423584 -0.936645 0.940 -1.450 2.506
N 0.126577 0.201601 0.990827 -0.155 -3.169 -1.582
O 0.239367 -0.828911 -1.410337 -0.582 0.501 4.033
O -0.044445 -2.504094 0.937293 0.352 0.245 0.018
H 0.260501 -0.664301 2.993673 -0.033 1.298 -1.389
C 0.670340 0.484142 -1.210035 1.261 -2.903 -12.570
C 1.659958 1.589560 -3.397576 1.532 1.780 -2.304
C -2.211914 -1.189719 -0.055051 1.920 1.197 -5.559
H 0.026373 1.123464 2.650880 -0.494 0.636 1.449
C 0.541662 0.243006 2.347931 -0.319 -0.338 2.459
C 1.203982 1.145955 -2.382708 -2.529 -3.080 5.301
H 1.581047 0.443928 2.609926 0.386 -0.223 -0.973
C 0.642249 0.967611 -0.001811 -0.355 2.551 7.824
H 0.940732 1.906649 0.239666 0.893 2.578 0.588
H -2.435997 -2.155239 -0.494770 0.016 -0.327 0.125
```
Positions in Å, forces in eV/Å.

multiplicity = 3
ΔE to the lowest compared entry with this formula, charge and spin = 12.21 kcal/mol
total energy = -21219.8338 eV
charge = 0
orbital gap (alpha / beta) = 5.36 / 8.13 eV
strongest force on any atom = 12.96 eV/A



(4)
This record from the OMol25 dataset describes the ion C6H8NO3S with charge -1 in a non-equilibrium geometry. The level of theory is wB97M-V/def2-TZVPD.

Structure (XYZ):
```
19
Properties=species:S:1:pos:R:3:forces:R:3
C 0.063301 1.992636 -0.783042 1.904 2.356 -0.337
H -1.777184 -1.987223 -0.567714 -0.267 0.039 -0.816
C 0.149140 -0.334400 0.803600 -1.599 2.814 -0.417
H -0.639007 -1.864503 -1.995030 -0.098 0.037 0.617
H -0.499468 -0.137777 1.698718 -0.072 -0.187 -0.903
H -2.008973 -0.767056 -2.019597 -0.088 -0.644 0.728
H 1.625870 2.810296 0.226911 1.222 1.493 0.629
C 0.989458 1.996122 0.196520 -1.848 -0.750 -1.694
H 0.004195 2.881485 -1.498481 -0.243 -1.104 1.260
O 2.831963 -1.416936 0.785240 0.014 1.043 -0.184
N -0.549788 0.871392 -1.221555 -1.673 -0.148 -0.903
H 1.661965 0.761535 1.748406 1.345 0.537 4.114
C 1.277445 0.732022 0.833135 -0.325 -2.616 -2.897
H 0.597617 -1.258397 0.949873 0.644 -1.881 0.102
C -0.579757 -0.203172 -0.565180 -0.044 -1.001 0.044
O 2.112776 -0.433367 -1.352737 0.322 -0.188 0.675
O 3.822216 0.701839 -0.061241 0.174 0.160 0.633
S 2.671282 -0.182158 -0.010857 -0.375 -0.587 -1.567
C -1.338683 -1.320766 -1.333423 1.006 0.626 0.916
```
Positions in Å, forces in eV/Å.

ΔE to the lowest compared entry with this formula, charge and spin = 12.91 kcal/mol
total energy = -24820.0079 eV
charge = -1
orbital gap = 8.38 eV
strongest force on any atom = 4.36 eV/A



(5)
This record from the OMol25 dataset describes a cluster of 2 separate species, C6H8NO4 in total in a non-equilibrium geometry. The level of theory is wB97M-V/def2-TZVPD.

Structure (XYZ):
```
19
Properties=species:S:1:pos:R:3:forces:R:3
H 2.582974 -1.367706 -0.064664 0.180 1.147 0.125
O -1.128719 0.732175 0.095148 3.268 -0.127 -0.753
C 2.400267 0.941067 -0.478419 -0.161 -0.617 -1.844
O -0.023672 -1.775253 -0.325854 0.608 1.096 -0.264
H -2.010530 -2.130445 0.739005 -0.001 0.729 0.466
H 2.828116 1.218382 -1.456932 -0.190 0.820 0.444
H -1.965312 -0.603152 1.884392 -0.895 -1.364 -1.201
N 0.161286 0.509670 -0.205021 -7.129 -3.913 0.653
H -3.460565 -1.678062 1.721121 -0.276 0.041 -0.011
C 1.010715 1.499596 -0.250903 5.144 3.446 -0.098
O -3.736620 0.057277 -0.627365 1.609 -0.858 0.957
O 0.659890 2.755597 -0.057258 1.855 0.470 -0.864
H 2.519245 -0.999750 -1.706835 -0.749 0.862 0.414
C -2.591714 -1.290563 1.194051 1.345 0.394 0.616
H 3.152790 1.149072 0.254554 0.186 0.286 0.703
C 0.665219 -0.758824 -0.462153 -0.291 -1.491 -0.353
H -0.161137 2.800562 0.377697 -1.964 0.268 0.908
C -3.064291 -0.483396 0.103772 -1.846 0.688 -0.604
C 2.162058 -0.576252 -0.734333 -0.692 -1.877 0.707
```
Positions in Å, forces in eV/Å.

multiplicity = 3
total energy = -16018.7949 eV
charge = +1
orbital gap (alpha / beta) = 5.18 / 7.34 eV
strongest force on any atom = 8.16 eV/A



(6)
This record from the OMol25 dataset describes a cluster of 2 separate species, C6H8NO4S2 in total in a non-equilibrium geometry. The level of theory is wB97M-V/def2-TZVPD.

Structure (XYZ):
```
21
Properties=species:S:1:pos:R:3:forces:R:3
H 1.133849 1.032577 1.991510 -0.403 0.728 -0.009
C 2.268841 -0.405150 -1.383838 0.535 -2.271 0.461
S -2.198314 2.009767 -0.405728 0.411 -0.466 1.092
S -1.932842 -0.362404 0.187307 -2.295 -0.823 2.816
O -1.917307 0.984569 1.052859 0.192 -0.400 -1.673
O -2.079442 0.363185 -1.135567 -0.001 0.570 -0.864
H -3.987936 -1.768887 -0.177399 0.276 0.481 0.195
H 2.648851 -0.893294 -2.352966 -0.728 1.224 1.594
C 2.516946 -1.072748 -0.130578 1.928 -1.151 -0.481
O -3.572368 2.266836 -0.286876 -0.538 0.634 -0.391
C 1.418182 0.673223 -1.278744 -1.271 2.402 -0.475
H 2.359273 -0.937271 2.048382 0.357 0.432 -0.841
O -0.847015 -1.199603 0.387471 1.023 -0.964 -0.156
N 0.900370 1.131077 -0.105051 1.134 0.450 0.192
H -4.141874 -0.090600 0.814154 0.431 -2.153 -1.047
H 1.073028 1.422788 -2.086463 0.785 -2.036 0.601
H 3.127762 -2.067411 -0.001733 -1.344 2.008 -0.878
H -3.628367 -1.548290 1.610796 0.809 -0.482 -0.022
C -3.594532 -1.117602 0.615932 -0.149 3.432 0.141
C 2.200350 -0.447735 1.066613 0.699 -2.123 0.164
C 1.447607 0.668566 1.028287 -1.849 0.508 -0.417
```
Positions in Å, forces in eV/Å.

ΔE to the lowest compared entry with this formula, charge and spin = 26.08 kcal/mol
total energy = -37690.7970 eV
charge = +1
orbital gap = 6.99 eV
strongest force on any atom = 3.73 eV/A



(7)
This record from the OMol25 dataset describes a structure of composition C6H8NO5 in a non-equilibrium geometry. The level of theory is wB97M-V/def2-TZVPD.

Structure (XYZ):
```
20
Properties=species:S:1:pos:R:3:forces:R:3
H -2.138248 1.118225 0.925729 1.261 -1.761 1.011
H -0.528120 1.290882 1.510705 2.074 2.315 1.159
N -0.617152 0.079943 -0.092534 2.395 -2.045 0.809
O 0.698369 0.204500 -1.754833 -0.562 0.251 0.571
H -1.022414 -1.516865 -1.265344 0.911 -1.316 -4.494
H -1.339824 0.960058 -1.926840 0.801 -0.234 -0.276
C 1.571867 -1.464988 0.163481 -1.010 2.457 -1.271
O 0.968865 -1.794973 1.156818 -0.997 -1.152 3.458
H -1.085248 -0.195572 1.879774 -0.550 -2.614 2.111
C -0.407072 0.957155 -1.319788 -2.082 -2.596 -0.430
C -1.142979 0.549103 1.204784 -2.803 2.967 -4.588
O 2.459426 -1.970082 -0.447665 2.375 -1.096 -1.880
C -1.127319 -1.343348 -0.300437 0.688 0.831 3.737
O 2.442904 1.897794 -0.446203 0.770 0.233 -1.615
C 0.980208 -0.079136 -0.345073 0.645 1.459 0.637
H -0.589975 -2.109614 0.416155 -1.047 1.975 -1.510
O 1.468217 1.500263 1.482189 -0.467 -0.419 1.138
H -2.144111 -1.273314 -0.128474 -2.337 -0.075 0.587
C 1.744229 1.255336 0.307401 -0.722 -0.737 0.144
H -0.191631 1.934633 -1.019840 0.657 1.558 0.701
```
Positions in Å, forces in eV/Å.

ΔE to the lowest compared entry with this formula, charge and spin = 53.89 kcal/mol
total energy = -18077.4073 eV
charge = -1
orbital gap = 7.73 eV
strongest force on any atom = 6.14 eV/A



> Which of these has the lowest total energy?

C6H8NO4S2



> Look up the total energy of the seventh one.

-18077.4073 eV